19
Properties=species:S:1:pos:R:3 method="wB97M-V/def2-TZVPD" fmax_ha_per_bohr=0.0403 relative_energy_kcal_mol=92.6 total_energy_ha=-310.911708 e_lumo_ev=0.86 charge=0
C 1.92560 -0.81396 -0.41026
C 0.57154 -0.31927 0.11230
O 0.55989 -0.27802 1.51990
C 0.15111 1.38966 -0.46807
C -1.04347 1.69787 0.34088
C -1.91196 -0.50186 0.11503
C -0.62241 -1.14108 -0.30033
H 2.61793 0.02968 -0.37297
H 1.83908 -1.14101 -1.45036
H 2.39270 -1.64278 0.15132
H 1.39987 0.08844 1.81920
H 1.05792 1.98603 -0.25923
H -0.08099 1.48111 -1.54462
H -0.78963 2.12399 1.33342
H -1.95084 2.11299 -0.05511
H -2.72723 -0.89988 -0.53928
H -2.19288 -0.69609 1.14681
H -0.54201 -1.37150 -1.37138
H -0.65421 -2.10431 0.23276

---

19
Properties=species:S:1:pos:R:3 method="wB97M-V/def2-TZVPD" fmax_ha_per_bohr=0.0778 relative_energy_kcal_mol=49.7 total_energy_ha=-310.980057 e_lumo_ev=0.66 charge=0 smiles="C=CC=C(C)C.O"
C 2.61518 0.70154 0.67252
C 1.39438 0.15056 0.49062
C 0.27933 0.83617 -0.10086
C -1.05674 0.44013 0.09682
C -1.57873 -0.98421 0.40325
C -2.14055 1.42224 -0.29796
H 2.89058 1.77173 0.51802
H 3.47710 0.18035 1.10956
H 1.09108 -0.85002 0.81534
H 0.38252 1.80348 -0.55141
H -2.62773 -1.27792 0.13509
H -1.01233 -1.80280 -0.06528
H -1.46074 -1.17312 1.52377
H -2.52869 1.11210 -1.29959
H -2.94786 1.41626 0.50039
H -1.65711 2.39660 -0.25561
O 1.46014 -2.27199 -1.54197
H 1.40827 -1.27219 -1.31798
H 2.01189 -2.59893 -0.83472

---

19
Properties=species:S:1:pos:R:3 method="wB97M-V/def2-TZVPD" fmax_ha_per_bohr=0.0150 relative_energy_kcal_mol=145.8 total_energy_ha=-310.826854 e_lumo_ev="0.19 / 0.25" charge=0
C 2.69858 -0.02166 0.13625
C 1.38821 -0.42893 0.80878
C 0.18014 0.27664 0.26313
C -1.09672 -0.32281 0.12277
C -1.74385 0.13234 -1.18283
O -3.07416 0.21358 -0.70907
C -2.48517 0.28990 0.57692
H 2.69056 -0.30070 -0.92260
H 2.84683 1.06273 0.19502
H 3.55570 -0.50522 0.61619
H 1.46266 -0.20440 1.88674
H 1.24745 -1.51354 0.72735
H 0.33927 -0.25224 -1.60799
H 0.22772 1.36595 0.23201
H -1.10827 -1.40992 0.23780
H -0.34646 -0.48805 -2.02041
H -1.40266 1.10057 -1.58800
H -2.36725 1.32476 0.91261
H -3.01257 -0.31900 1.31532